12
Properties=species:S:1:pos:R:3 method="wB97M-V/def2-TZVPD" de_lowest_ev=4.572 fmax_ev_per_a=0.83 total_charge=0 homo_lumo_gap_ev=9.5
O -0.90 1.08 -1.47
C -0.82 1.39 -0.20
C -0.41 0.24 0.70
C -0.26 -1.16 0.11
O 1.00 -0.79 -0.48
C 1.07 0.41 0.30
H -0.78 0.12 -1.67
H 1.14 1.36 -0.29
H -0.74 0.36 1.74
H -0.15 -1.96 0.85
H -1.01 -1.48 -0.64
H 1.87 0.43 1.04



17
Properties=species:S:1:pos:R:3 method="wB97M-V/def2-TZVPD" de_lowest_ev=1.638 fmax_ev_per_a=5.32 total_charge=-1 homo_lumo_gap_ev=4.6
C 1.65 0.19 -1.14
C 0.93 -0.18 -0.03
C 1.05 0.96 -2.12
C -0.35 0.29 0.12
C -0.88 0.97 -0.98
C -3.67 -1.98 0.36
C -2.51 0.30 0.74
N -0.24 1.34 -2.07
N -1.19 -0.05 1.11
O -4.12 -1.66 -0.70
S -3.10 -2.87 1.52
S -2.57 1.21 -0.77
H 2.79 0.04 -1.21
H 1.38 -0.82 0.75
H 1.65 1.30 -3.02
H -3.19 0.63 1.70
H -1.19 -1.09 1.32



48
Properties=species:S:1:pos:R:3 method="wB97M-V/def2-TZVPD" de_lowest_ev=1.892 fmax_ev_per_a=3.07 total_charge=0 homo_lumo_gap_ev="5.7 / 5.7"
Ti 0.38 0.38 0.37
O -0.83 3.57 2.19
C -0.54 2.64 1.27
O 0.54 1.94 1.38
C -1.36 2.45 0.13
C -2.50 3.16 -0.27
C -2.98 2.94 -1.56
C -2.28 2.15 -2.45
C -1.13 1.46 -1.99
N -0.80 1.49 -0.67
C -0.13 0.79 -2.75
O -0.25 0.61 -4.09
O 0.89 0.32 -2.17
H -0.18 3.50 2.91
H -2.97 3.85 0.41
H -3.88 3.45 -1.89
H -2.62 2.05 -3.47
H -1.05 1.03 -4.42
C 1.51 -2.90 -1.36
C 0.53 -2.48 -0.26
C -0.35 -3.63 0.21
O -0.31 -1.39 -0.71
C 1.38 -1.84 0.88
O 1.58 -2.41 1.93
O 1.80 -0.67 0.55
H 0.96 -3.25 -2.23
H 2.14 -3.70 -0.99
H 2.14 -2.05 -1.64
H -0.51 -4.34 -0.60
H -1.31 -3.25 0.54
H 0.14 -4.14 1.04
H 0.18 -1.01 -1.49
C 0.18 -1.61 4.72
Ge 0.44 -0.07 3.46
C 2.39 0.30 3.20
C -0.17 1.53 4.55
C -0.81 -0.30 1.92
H 0.71 -1.44 5.64
H 0.53 -2.54 4.27
H -0.88 -1.71 4.95
H 2.79 0.74 4.11
H 2.55 0.99 2.37
H 2.94 -0.62 3.00
H -0.21 1.25 5.60
H -1.15 1.88 4.27
H 0.54 2.35 4.47
H -1.70 0.33 2.06
H -1.13 -1.35 1.84



6
Properties=species:S:1:pos:R:3 method="wB97M-V/def2-TZVPD" spin_multiplicity=4 fmax_ev_per_a=10.80 total_charge=+2 homo_lumo_gap_ev="7.3 / 9.4"
H 1.29 0.03 1.07
O 1.43 -1.05 -0.26
C 0.49 -0.38 0.33
C -0.64 0.21 -0.11
F -1.77 -0.54 0.15
Au -0.80 1.73 -1.18